{
  "formula": "C33H38F3N4O3RuS2",
  "method": "wB97M-V/def2-TZVPD",
  "symbols": ["Ru", "C", "O", "C", "C", "C", "C", "C", "C", "O", "C", "O", "C", "H", "H", "H", "H", "H", "H", "H", "H", "H", "S", "C", "C", "C", "C", "C", "N", "H", "H", "H", "H", "C", "C", "N", "C", "C", "C", "C", "N", "H", "H", "H", "H", "H", "H", "H", "H", "H", "H", "H", "H", "H", "H", "F", "C", "F", "F", "N", "S", "C", "C", "C", "C", "C", "C", "C", "C", "C", "C", "C", "C", "H", "H", "H", "H", "H", "H", "H", "H", "H", "H", "H"],
  "xyz": [[0.366, -0.204, 0.620], [-4.923, 3.549, -2.536], [-5.181, 3.553, -1.153], [-4.360, 2.843, -0.328], [-4.602, 3.008, 1.052], [-3.770, 2.430, 1.978], [-2.660, 1.670, 1.596], [-1.646, 1.219, 2.524], [-2.027, 0.751, 3.912], [-0.442, 1.205, 2.207], [-2.471, 1.389, 0.192], [-1.617, 0.563, -0.244], [-3.337, 2.026, -0.742], [-5.673, 4.202, -2.980], [-5.021, 2.548, -2.964], [-3.925, 3.936, -2.762], [-5.434, 3.624, 1.354], [-3.949, 2.619, 3.026], [-3.020, 1.070, 4.206], [-1.290, 1.096, 4.634], [-1.990, -0.337, 3.912], [-3.124, 1.820, -1.781], [-0.475, -2.275, -0.913], [1.181, -2.724, -0.825], [1.752, -3.746, -1.595], [3.085, -4.039, -1.419], [3.823, -3.319, -0.481], [3.189, -2.318, 0.232], [1.906, -2.035, 0.069], [1.142, -4.276, -2.306], [3.557, -4.823, -1.995], [4.866, -3.529, -0.304], [3.715, -1.731, 0.976], [-1.390, -4.285, 4.585], [0.024, -4.240, 4.000], [0.723, -3.020, 4.354], [1.534, -3.103, 5.551], [2.932, -3.653, 5.272], [0.678, -1.913, 3.572], [1.460, -0.715, 4.013], [-0.002, -1.790, 2.492], [-1.885, -5.203, 4.278], [-1.972, -3.436, 4.233], [-1.367, -4.258, 5.674], [-0.014, -4.345, 2.911], [0.603, -5.082, 4.387], [1.029, -3.764, 6.261], [1.613, -2.123, 6.020], [2.884, -4.673, 4.897], [3.499, -3.654, 6.198], [3.448, -3.041, 4.537], [1.140, -0.375, 4.996], [1.283, 0.076, 3.285], [2.525, -0.923, 4.043], [-0.545, -2.594, 2.189], [1.991, 2.233, 0.658], [2.297, 0.899, 0.681], [3.193, 0.737, -0.340], [3.071, 0.744, 1.806], [0.691, 0.904, -1.550], [0.798, 0.504, -3.055], [1.973, 1.662, -3.876], [2.330, 1.389, -5.184], [3.227, 2.218, -5.834], [3.766, 3.311, -5.171], [3.420, 3.562, -3.852], [2.524, 2.732, -3.197], [-0.656, 1.202, -3.903], [-1.576, 0.342, -4.478], [-2.688, 0.870, -5.113], [-2.872, 2.242, -5.169], [-1.954, 3.094, -4.573], [-0.846, 2.574, -3.932], [0.249, 1.801, -1.376], [1.897, 0.538, -5.689], [3.523, 1.995, -6.848], [4.455, 3.971, -5.680], [3.864, 4.392, -3.319], [2.257, 2.908, -2.165], [-1.420, -0.724, -4.418], [-3.405, 0.209, -5.578], [-3.736, 2.653, -5.670], [-2.088, 4.163, -4.621], [-0.126, 3.228, -3.464]],
  "s_squared": 0.788,
  "e_lumo_ev": [-0.23, 0.07],
  "spin_multiplicity": 2,
  "orbital_gap_ev": [6.673, 6.927],
  "energy_ev": -79342.6987,
  "e_homo_ev": [-6.90, -6.86]
}